Record 1
The following is a DFT calculation (the ωB97M-V functional and the def2-TZVPD basis) of C32H43As2Br2N5O9Ti as an isolated structure.

Structure (XYZ):
```
94
Properties=species:S:1:pos:R:3:forces:R:3:mulliken_charge:R:1
H 4.07134 -4.60469 -0.78858 0.0 0.0 0.0 0.340
H -6.40830 -1.44323 -0.98750 0.0 0.0 0.0 0.312
H 2.39325 -4.85916 -0.25035 0.0 0.0 0.0 0.345
H -4.84111 -5.66309 0.52873 0.0 0.0 0.0 0.313
C -5.81532 -0.55481 -0.78264 0.0 0.0 0.0 -0.797
O 0.80347 1.14693 -2.40925 0.0 0.0 0.0 -0.708
H -3.23266 2.27572 2.00283 0.0 0.0 0.0 0.248
H 1.72890 3.07566 1.80110 0.1 -0.1 0.0 0.165
O 0.00766 -0.20910 0.81216 0.0 -0.1 0.0 0.483
H 0.82866 4.33055 -0.14178 0.0 0.0 0.0 0.552
H -0.35585 2.59919 -1.07425 0.0 0.0 0.1 0.535
C 1.11608 -0.65547 4.78430 0.0 0.0 -0.1 -0.213
H -1.51415 -4.99543 -3.17803 0.0 0.0 0.0 0.398
C 2.06764 -2.06719 -0.91888 0.2 0.0 0.1 -0.141
C 3.04011 -4.28393 -0.90525 0.0 0.0 -0.1 -0.981
H 2.72913 -4.41120 -1.94503 0.0 0.0 0.0 0.383
C -0.52342 -0.95722 3.01980 0.0 0.1 0.0 0.394
C 3.33850 0.36752 4.14418 0.0 0.0 0.0 -0.586
C -4.23950 -6.04006 -0.29631 0.0 0.0 0.0 -0.790
H 1.07446 4.66204 2.22381 0.0 0.0 0.0 0.626
C 0.30837 -0.37912 2.08924 0.0 -0.1 0.0 -0.642
As -0.15921 -3.92351 -1.35282 0.1 -0.1 0.0 0.290
H 2.29641 -2.31511 -3.88283 0.0 0.0 0.0 0.225
C 0.81358 3.65340 1.88242 -0.1 0.0 0.1 -1.189
H -6.12421 0.26652 -1.42100 0.0 0.0 0.0 0.263
C -0.74071 -4.22852 -3.20740 0.0 0.0 0.0 -0.996
H 1.36547 2.25377 4.13018 0.2 -0.2 -0.1 0.082
O -2.32110 -4.74355 1.00848 -0.2 0.1 0.2 -0.566
C 3.55027 1.06728 1.86217 -0.1 0.0 0.0 -0.410
O 3.03333 -2.89931 -0.54654 -0.2 0.1 0.0 -0.353
C -0.11381 -1.08292 4.36750 0.0 0.0 0.0 -0.514
H -0.93286 5.59029 0.88267 0.0 0.0 0.0 0.515
H 4.85705 3.02614 -4.87246 0.0 0.0 0.0 0.383
H -2.08313 -1.47396 -3.89114 0.0 0.0 0.0 0.221
N -2.60263 2.66319 1.30839 0.0 0.1 0.0 -0.507
H -2.07204 3.41642 3.78884 0.0 0.0 0.0 0.464
C 4.70694 2.53623 -2.78618 0.0 0.0 0.0 -0.633
Br 1.60791 -0.84073 6.59583 0.0 0.0 0.0 -0.160
C 4.07031 2.81717 -4.15148 0.0 0.0 0.0 -1.030
N -0.05752 2.44394 -0.10930 -0.1 0.0 0.0 0.695
H 0.09713 -4.60704 -3.79275 0.0 0.0 0.0 0.383
H -3.13165 2.71389 0.44203 0.0 0.0 0.0 0.267
O -4.43598 -2.45510 0.41071 0.1 0.0 0.2 -0.589
Ti 1.18610 0.54207 -0.50184 0.2 0.1 0.2 0.174
H -0.79282 -1.54776 5.06948 0.0 0.0 0.0 0.545
C 0.82562 -2.26302 -1.46136 0.0 0.1 -0.1 0.318
H -0.07387 2.41630 4.89847 0.0 0.0 0.0 0.517
H -3.54904 -6.79715 0.06880 0.0 0.0 0.0 0.328
H -5.91639 -0.29254 0.26885 0.0 0.0 0.0 0.312
C 0.22541 -0.95470 -1.81016 -0.1 -0.1 0.2 1.439
C -2.12021 3.99472 1.70383 0.0 0.0 0.0 0.089
C -1.16459 4.55108 0.63667 -0.1 0.0 0.0 -1.506
C -1.39911 3.86608 3.05283 0.0 0.0 -0.1 -1.675
C 0.85160 -0.08446 -2.75508 0.0 0.1 -0.2 0.155
H -1.67079 4.57347 -0.33166 0.0 0.0 0.0 0.444
O 2.48753 -0.80723 -0.69562 -0.1 0.0 -0.1 -0.133
O -4.43352 -0.79984 -1.10166 0.1 0.1 0.1 -0.374
Br -2.21254 -1.58224 2.50989 0.0 0.1 0.1 -0.040
C 4.09614 0.92643 3.14987 0.0 0.0 0.0 -1.196
As -1.66849 -0.38297 -1.58459 0.0 0.0 -0.1 0.622
H 4.12311 1.52685 1.06703 0.0 0.0 0.0 0.463
N 2.89007 1.95658 -1.01358 -0.1 -0.2 -0.1 -0.245
N 2.33067 0.67745 1.56356 0.0 0.0 -0.1 0.478
C 3.69763 2.20214 -1.79005 0.1 0.2 0.1 0.446
H 0.58738 -2.07764 -4.33558 0.0 0.0 0.0 0.118
H -1.69081 0.26098 -4.03580 0.0 0.0 0.0 0.390
C -2.23650 -0.48755 -3.45990 0.0 0.0 0.0 -1.216
H 5.26567 3.39647 -2.41209 0.0 0.0 0.0 0.359
C -1.91247 -3.23568 -0.77663 -0.2 0.2 0.1 0.541
H 1.88180 -1.50119 -5.41992 0.0 0.0 0.0 0.446
C -0.14844 3.02391 2.87720 0.0 -0.1 0.0 1.056
H -4.86870 -6.43571 -1.08595 0.0 0.0 0.0 0.266
H -1.15721 -3.33833 -3.67424 0.0 0.0 0.0 0.098
H 5.39919 1.69321 -2.83277 0.0 0.0 0.0 0.293
C 1.58986 -1.66102 -4.38700 0.0 0.0 0.0 -0.567
O 1.62000 -0.35363 -3.77786 0.0 0.0 0.0 -0.314
H -3.29735 -0.24458 -3.49252 0.0 0.0 0.0 0.428
N 0.54671 2.85802 4.21426 -0.2 0.2 0.1 0.115
C 1.58252 0.07432 2.52440 0.0 0.0 0.1 -0.189
C -3.85781 -1.80240 -0.41674 -0.2 -0.3 -0.4 -0.512
C -2.64683 -4.35069 -0.07735 0.4 -0.3 -0.3 -0.516
H -0.88468 2.03380 0.34742 0.1 0.0 -0.1 -0.371
H 3.73288 0.25212 5.14518 0.0 0.0 0.0 0.458
C 0.15256 3.77510 0.50977 0.0 0.0 0.0 -0.260
H 3.40826 3.67949 -4.10356 0.0 0.0 0.0 0.326
C 2.02632 -0.07938 3.85527 0.0 0.1 0.0 0.407
H -1.13279 4.86412 3.41460 0.0 0.0 0.0 0.408
H 0.84429 3.76158 4.59358 0.0 -0.1 0.0 0.425
C -2.45672 -2.02583 -0.89360 0.1 0.1 0.0 1.119
H -0.41666 2.00770 2.57769 0.0 0.1 0.0 -0.433
O -3.51154 -4.94938 -0.89224 -0.1 0.2 0.1 -0.271
H -2.93735 4.71157 1.83505 0.0 0.0 0.0 0.404
H 3.49847 1.95718 -4.49523 0.0 0.0 0.0 0.259
H 5.10663 1.25986 3.33724 0.0 0.0 0.0 0.492
```
Positions in Å, forces in eV/Å.

Energy above the lowest of the compared OMol25 structures with the same formula, charge and spin ... 0.0 kcal per mole
Orbital gap ... 6.709 eV
HOMO energy ... -12.2 eV
Total charge ... +2

=====

Record 2
The following is a DFT calculation (the ωB97M-V functional and the def2-TZVPD basis) of C32H43BF6N12O5PRbS2 as an isolated structure in a non-equilibrium geometry.

Structure (XYZ):
```
103
Properties=species:S:1:pos:R:3:forces:R:3:mulliken_charge:R:1
H 0.50928 5.00006 -4.83677 0.0 0.0 0.0 0.272
C -0.61132 3.40541 2.23995 0.0 -0.2 0.0 -0.966
H 1.49716 5.94998 -3.72609 0.0 0.0 0.0 0.449
F 5.75456 2.81982 3.77200 0.0 -0.1 0.1 -0.268
N -2.11487 -4.21812 1.68198 -0.3 -0.1 0.0 -0.049
C -2.27425 -3.88310 -1.92502 0.1 0.1 -0.2 -0.579
N 2.49332 -2.68426 -0.23022 -0.2 0.5 -0.2 -0.032
H -3.99452 0.76990 -1.16830 0.0 0.0 0.0 0.234
H -3.02977 -4.61705 -2.15112 0.0 0.0 0.1 0.414
S 4.13338 1.13557 5.03233 0.8 0.3 0.2 1.001
O 0.28503 1.88101 -0.26295 0.3 -0.5 0.8 -0.430
C 4.65578 -4.19416 -0.24754 -0.2 -0.3 0.0 0.353
C 2.01979 -1.43820 4.87005 -0.2 -0.2 0.4 0.538
H -0.53944 4.65388 3.96963 0.0 0.0 0.0 0.381
H -4.27615 4.62964 -2.20812 0.0 0.0 0.0 0.451
H 6.59509 -4.50718 -0.66261 0.0 0.0 0.0 0.259
H -2.95225 1.77962 -4.51278 0.0 0.0 0.0 0.280
O 2.71304 0.03383 2.76708 0.5 -0.1 0.0 -0.794
H -3.77530 1.88121 3.73788 0.0 0.0 0.0 0.321
H -2.64865 3.71622 4.92217 0.0 0.0 0.0 0.360
C -0.91935 2.55611 -4.53229 -0.1 0.1 0.2 -0.586
N -1.29212 -3.37063 2.31832 0.3 0.1 0.0 0.096
C 4.08909 -1.38506 -3.24774 0.0 -0.2 0.2 -0.625
C -2.89765 2.33966 3.28971 0.0 0.2 0.0 -0.641
C 2.92911 0.59943 -3.88896 0.2 -0.2 0.0 -0.541
H 1.49241 3.56596 -3.02001 0.0 0.0 0.1 0.295
H -2.16541 -2.47392 -3.62955 0.0 0.0 0.0 0.457
C -3.28785 -4.31105 2.33167 0.0 0.1 0.2 -0.304
H -3.24505 -1.99639 -0.32919 0.0 0.0 0.0 0.025
H 0.07473 2.17863 -4.79741 0.0 0.1 -0.1 0.239
H -0.23019 -1.34876 -2.01815 0.0 0.0 0.0 0.723
H -1.71740 0.59496 -4.08831 -0.1 0.0 0.0 0.107
H -3.38147 3.52069 -1.15264 0.0 0.0 0.0 0.036
B -1.71653 -4.95886 0.37824 0.1 0.2 -0.1 0.205
C -2.18542 4.35232 -2.74273 0.0 -0.3 0.2 -1.067
F 2.87562 -2.29688 4.32805 0.0 0.2 -0.1 -0.221
N 5.80137 -4.95799 -0.23901 0.0 0.1 0.0 -0.469
C -1.29025 2.40335 1.49335 0.3 0.1 1.0 1.515
H -2.57398 -0.21529 -1.62861 0.0 0.0 0.0 -0.249
H -1.82919 5.16403 -2.10225 0.0 0.0 0.0 0.490
C 3.89964 -0.35794 -4.15282 -0.2 0.2 0.0 -0.673
C 2.64098 -3.71782 0.60843 0.2 -0.3 0.2 0.314
C -1.82905 -2.79671 -2.65800 0.0 0.0 0.0 -0.740
Rb 0.73153 -0.54868 1.23296 -1.2 -0.5 -1.7 1.098
C -3.39075 0.81360 1.44761 0.0 0.0 -0.1 -1.468
O 4.61642 -0.21451 4.97810 0.1 -0.1 -0.1 -0.619
H -3.99794 -3.34139 4.19038 0.0 0.0 0.0 0.381
H -3.71132 0.18806 2.28422 0.0 0.0 0.0 0.497
C -0.84392 -2.21933 -1.84041 -0.1 -0.2 -0.1 -0.897
N -0.71373 -2.91087 -0.71505 0.5 0.2 0.3 0.535
C -3.65705 -1.31480 0.41443 0.2 -0.1 0.1 -0.618
H -1.49648 -2.22200 4.06214 0.1 0.0 -0.1 0.525
C -2.47593 1.86921 2.05096 0.1 -0.1 -0.1 0.517
H 0.73961 -3.55469 1.29486 -0.1 -0.1 0.1 -0.182
N -1.58194 -3.92358 -0.77182 -0.3 -0.1 -0.2 -0.185
H 2.74730 1.41760 -4.57319 0.0 0.0 0.0 0.444
H -2.61152 -5.71735 0.08487 -0.1 -0.1 0.0 -0.222
H -4.72009 -1.12826 0.16223 0.0 0.0 0.0 0.296
H 5.97665 -5.41203 0.64225 0.0 0.0 0.0 0.263
H 1.69138 -4.80519 2.00877 0.0 0.0 0.0 0.302
P -0.84038 3.03909 -2.71164 -0.2 0.3 -0.9 1.087
H -0.66023 -5.52395 0.53674 0.1 -0.1 0.0 -0.232
H -4.08362 -4.93846 1.96629 0.1 0.0 -0.1 0.406
F 3.83757 2.63951 2.81096 0.0 -0.1 0.0 -0.228
H 1.42155 1.20133 -2.45979 0.0 0.0 0.1 0.296
C -3.51302 3.84556 -2.18525 0.0 0.0 0.0 -0.882
N 2.55105 1.26472 4.95449 0.1 -0.2 -0.2 -0.636
H -2.32122 4.74358 -3.75606 0.1 0.1 0.0 0.422
N 3.73015 -4.50632 0.64696 0.0 0.1 0.0 -0.745
H -1.93166 1.08824 -5.77951 -0.1 -0.1 0.0 0.405
N -2.88289 -0.08472 0.42096 0.0 0.1 0.0 1.394
C 3.29814 -1.42384 -2.09835 0.0 0.6 -0.6 0.396
H 0.30970 3.79648 1.82202 0.0 0.0 0.0 0.371
O 0.51507 0.40555 3.78372 -0.2 0.3 0.4 -0.653
C 3.45427 -2.51296 -1.11273 0.2 -0.7 0.7 -0.105
O 4.66879 1.97203 6.06577 -0.4 0.2 0.0 -0.722
F 2.33818 -1.26775 6.16021 0.0 0.0 -0.2 -0.264
C -1.08865 3.88681 3.43482 0.0 0.1 0.1 -0.661
H 0.74761 4.57560 -1.79789 0.1 0.0 0.0 0.467
C -2.25707 3.35958 3.97757 0.0 -0.1 0.0 -0.783
C -0.79576 2.31024 0.14187 -0.5 0.7 -1.4 -0.526
C -1.95331 -2.92193 3.37984 -0.1 -0.1 0.1 -0.326
H -3.88252 2.99419 -2.75962 -0.1 0.0 0.0 0.133
C 4.78108 1.94426 3.44512 0.1 0.3 0.0 0.624
H -4.30762 1.32299 1.07722 0.0 -0.1 0.0 0.235
H -2.33143 1.40401 -0.95241 -0.1 0.1 0.0 -0.633
S 1.92086 0.21631 3.95130 0.3 -0.2 1.1 1.163
N 2.36864 -0.50202 -1.84638 0.0 -0.3 0.3 0.452
C -1.94116 1.43856 -4.74353 0.1 0.1 -0.1 -1.126
F 0.80649 -2.01671 4.85338 0.1 0.1 -0.2 -0.169
H 4.82194 -2.16345 -3.40032 0.0 0.0 0.0 0.483
H -3.60546 -1.79708 1.38963 0.0 0.0 0.0 0.030
H -1.15550 3.40863 -5.17850 0.1 0.0 -0.1 0.457
F 5.32434 1.06843 2.60520 -0.1 -0.1 0.1 -0.213
N 1.65659 -3.95086 1.48295 0.0 0.2 -0.3 0.129
H -0.25849 6.02247 -3.61520 0.0 0.0 0.0 0.251
H 4.49276 -0.30615 -5.05793 0.0 0.0 0.0 0.374
C 0.58226 5.35640 -3.80797 0.1 -0.1 0.1 -1.354
N 4.56757 -3.25427 -1.18842 0.1 0.3 -0.2 -0.636
C 0.62192 4.19668 -2.81629 -0.1 -0.2 0.2 -0.597
C -2.95065 0.50638 -0.90417 0.1 0.0 0.0 0.070
C -3.23342 -3.49361 3.44673 0.0 -0.1 0.0 -1.131
C 2.19335 0.47879 -2.71672 -0.2 0.3 -0.1 -0.270
```
Positions in Å, forces in eV/Å.

Energy above the lowest of the compared OMol25 structures with the same formula, charge and spin ... 13.5 kcal per mole
Orbital gap ... 4.265 eV
HOMO energy ... -0.5 eV
Total charge ... -2